# 1
# C24H30Cl2CoN6O4S

C24H30Cl2CoN6O4S as an isolated structure in a non-equilibrium geometry (the ωB97M-V functional and the def2-TZVPD basis, OMol25).

E_HOMO (spin up / spin down) (hartree): -0.39987 / -0.39942
Relative energy (zero: lowest compared OMol25 entry of this formula, charge and spin) (kJ/mol): 72.1
Calculated total energy (eV): -116009.7343
Expectation value of S²: 6.0140
2S+1: 5
HOMO-LUMO gap (spin up / spin down) (eV): 7.452 / 6.177
Total charge: +1

Atoms and positions in Å:
Co  0.00745  -0.25135  -0.01029
Cl  3.36769  -4.66547  4.69080
C  2.83871  -3.47711  3.55870
C  3.79410  -2.83972  2.74021
C  3.41534  -1.88690  1.83633
Cl  4.58722  -1.12695  0.83187
C  2.05468  -1.47029  1.70938
O  1.73048  -0.52614  0.91922
C  1.10612  -2.16552  2.53208
C  -0.25978  -1.86963  2.40770
O  -0.77767  -1.01511  1.63850
C  1.52054  -3.15856  3.45044
H  4.83781  -3.10768  2.83237
H  -0.94632  -2.43152  3.05186
H  0.78062  -3.65089  4.06934
N  -2.12099  -0.03373  -0.72946
C  -2.35543  0.33267  -2.14503
C  -1.45385  1.48077  -2.58978
C  0.00081  1.02329  -2.53660
O  0.60589  0.70230  -3.53452
O  0.48464  0.95988  -1.31461
H  -2.68261  -0.84592  -0.49635
H  -2.43725  0.73120  -0.13471
H  -3.39618  0.63105  -2.29114
H  -2.16816  -0.54482  -2.76663
H  -1.58659  2.33440  -1.92274
H  -1.69154  1.75977  -3.61282
C  3.28160  -1.87450  -4.05365
C  3.49962  -0.99031  -2.84107
N  2.44678  -1.20808  -1.85348
C  1.41319  -2.05018  -1.98799
N  0.32018  -1.88250  -1.23555
C  -0.70290  -2.91747  -1.31681
C  -0.84612  -3.42204  -2.74389
C  0.48554  -4.02322  -3.14242
N  1.55844  -3.08198  -2.84527
C  2.82782  -3.23510  -3.54856
H  4.20045  -1.96070  -4.63066
H  2.50424  -1.44783  -4.68950
H  3.48469  0.06077  -3.12940
H  4.46424  -1.21144  -2.37786
H  2.29969  -0.44723  -1.21439
H  -1.64657  -2.50729  -0.95769
H  -0.44337  -3.75559  -0.65738
H  -1.07805  -2.58423  -3.40560
H  -1.64137  -4.16197  -2.82458
H  0.50519  -4.24614  -4.20958
H  0.65728  -4.95999  -2.60204
H  2.67634  -3.93464  -4.36739
H  3.58132  -3.65476  -2.87353
N  -2.68876  1.16080  2.71226
C  -2.17192  2.35125  2.33100
S  -0.99386  2.38087  1.11878
N  -2.72646  3.41392  2.93434
C  -2.49405  4.81824  2.89336
C  -3.40711  5.59051  3.61025
C  -3.25957  6.96297  3.68118
C  -2.20109  7.58499  3.03743
C  -1.30145  6.82059  2.31334
C  -1.43978  5.44186  2.23503
H  -2.21943  0.33133  2.38669
H  -3.24994  1.08887  3.54697
H  -3.45303  3.18328  3.59560
H  -4.24010  5.10872  4.11169
H  -3.97422  7.55136  4.24086
H  -2.07726  8.65764  3.10110
H  -0.47553  7.29681  1.80250
H  -0.73044  4.86441  1.67179


# 2
# C24H30ClF3NO3

A 2-piece molecular cluster, C24H30ClF3NO3 overall in a non-equilibrium geometry (the ωB97M-V functional and the def2-TZVPD basis, OMol25).

E_HOMO (hartree): -0.42618
Calculated total energy (eV): -53670.2809
HOMO-LUMO gap (eV): 8.026
Total charge: +1

Atoms and positions in Å:
O  -0.03676  1.36239  3.70027
C  0.45675  2.13982  2.85616
Cl  1.82606  3.25087  3.37201
C  -0.14735  2.17987  1.34758
C  -1.16596  3.41638  1.33153
C  -0.54873  4.85039  1.40937
C  -1.45636  6.09836  1.45026
C  -2.99103  5.92350  1.40071
C  -3.59104  4.50880  1.30763
C  -2.70048  3.21296  1.26315
C  -3.45788  1.79599  1.15133
O  -3.05281  0.82011  0.45793
C  -4.85005  1.71162  1.96684
C  -5.64712  2.89614  2.01553
C  -7.00494  2.88769  2.84088
F  -7.05917  1.71050  3.65580
F  -6.91264  3.97290  3.77850
F  -8.15980  3.06900  2.06439
C  -5.18417  4.26215  1.28763
O  -5.97666  5.07105  0.76683
H  0.70109  2.28724  0.59432
H  -0.65063  1.17097  1.18815
H  0.57938  4.96201  1.47030
H  -0.95373  7.11423  1.53405
H  -3.66691  6.83356  1.45722
H  -5.13699  0.73495  2.47172
C  2.96607  -3.97066  -4.00596
C  1.91498  -2.93034  -3.64659
C  2.49262  -1.65817  -3.03036
C  3.21764  -1.74504  -1.69288
N  2.39917  -2.13315  -0.45281
C  2.22675  -3.63865  -0.27733
C  3.58224  -4.15044  0.17858
C  4.22028  -3.00544  0.95119
C  3.28571  -1.81782  0.78877
C  1.10429  -1.32201  -0.30241
C  -0.15763  -1.90961  -0.93198
C  -0.78140  -1.01583  -1.99653
H  3.55317  -4.27661  -3.13604
H  2.48207  -4.86364  -4.41035
H  3.64846  -3.58652  -4.76795
H  1.15954  -3.38229  -3.00392
H  1.38634  -2.65157  -4.56446
H  1.72130  -0.88830  -2.97126
H  3.21658  -1.25420  -3.74924
H  3.61192  -0.74749  -1.48020
H  4.07315  -2.42111  -1.75834
H  1.47415  -3.78946  0.50189
H  1.89961  -4.09913  -1.20555
H  4.20484  -4.41092  -0.68165
H  3.48874  -5.05564  0.78090
H  5.21428  -2.77951  0.55756
H  4.34693  -3.25391  2.00736
H  3.79258  -0.86310  0.64436
H  2.63105  -1.75245  1.66094
H  1.32055  -0.30617  -0.64191
H  0.90219  -1.26549  0.77028
H  -0.89862  -1.99796  -0.12970
H  -0.03871  -2.92119  -1.31804
H  -0.68085  0.04491  -1.75282
H  -1.84842  -1.23581  -2.09253
H  -0.34360  -1.18870  -2.98111


# 3
# C24H30ClF4I2N2O13

A 5-piece molecular cluster, C24H30ClF4I2N2O13 overall in a non-equilibrium geometry (the ωB97M-V functional and the def2-TZVPD basis, OMol25).

E_HOMO (hartree): -0.44440
Calculated total energy (eV): -94560.9233
HOMO-LUMO gap (eV): 9.383
Total charge: +1

Atoms and positions in Å:
C  -0.83164  -1.75195  5.74630
C  -0.78371  -0.39865  5.15616
C  0.28320  0.36071  4.76701
C  1.73081  -0.04676  4.81047
C  2.33604  -0.58917  3.50068
C  2.05745  0.24786  2.27457
I  1.77560  -2.60458  3.03013
N  -0.20417  1.62108  4.39311
C  0.66080  2.75169  3.99406
C  0.09438  3.66161  2.90976
C  -0.18523  2.95445  1.59276
I  1.65137  5.10354  2.52344
C  -1.52911  1.59159  4.52828
Cl  -2.60968  2.85123  4.25769
N  -1.91640  0.39383  4.96519
C  -3.27777  -0.03415  5.26275
C  -3.71704  -1.10137  4.27629
O  -4.03163  -2.18457  4.63352
H  -1.83738  -2.07799  5.97109
H  -0.28084  -1.74087  6.68349
H  -0.37111  -2.49180  5.11042
H  2.33215  0.81417  5.09326
H  1.82737  -0.78270  5.59809
H  3.40890  -0.60780  3.63012
H  2.70695  1.11858  2.23417
H  2.24170  -0.32267  1.37824
H  1.03250  0.57737  2.21028
H  1.60310  2.36344  3.65098
H  0.87431  3.33049  4.88849
H  -0.73954  4.26032  3.22661
H  -0.56930  3.68873  0.89621
H  -0.88999  2.13710  1.69998
H  0.74205  2.60094  1.17112
H  -3.93831  0.82139  5.22703
H  -3.34309  -0.44324  6.26238
H  -3.73215  -0.84059  3.20841
C  -0.93021  2.09546  -3.13212
C  -0.65507  0.68079  -3.58877
O  0.06328  0.14386  -2.48044
C  -0.34056  0.81483  -1.37590
O  -0.12507  0.46001  -0.25902
O  -1.01151  1.93029  -1.70526
F  0.13975  0.64569  -4.68442
H  -0.09936  2.76090  -3.36961
H  -1.85236  2.50810  -3.53018
H  -1.54268  0.07425  -3.77085
C  -2.52702  -2.69667  -6.07698
C  -3.88473  -2.93122  -6.70172
O  -4.73374  -2.12096  -5.89916
C  -3.98458  -1.10287  -5.40577
O  -4.41356  -0.12285  -4.89399
O  -2.66728  -1.35611  -5.57737
F  -4.27743  -4.22154  -6.60290
H  -2.34136  -3.37620  -5.24805
H  -1.70472  -2.76064  -6.78306
H  -3.96955  -2.61382  -7.74213
C  0.69497  -3.16807  -0.74321
C  1.98442  -3.69208  -1.33140
O  1.58763  -4.07652  -2.63757
C  0.52368  -3.30331  -2.98900
O  0.10320  -3.18881  -4.09074
O  0.02111  -2.67093  -1.90493
F  2.44904  -4.77333  -0.66323
H  0.10572  -3.96970  -0.29498
H  0.84321  -2.37509  -0.01558
H  2.78284  -2.95174  -1.40456
C  4.08896  2.15152  -4.49683
C  4.07599  1.15193  -3.36204
O  3.56165  1.92264  -2.28468
C  2.78070  2.90161  -2.81824
O  2.00637  3.55646  -2.20262
O  2.99177  3.00624  -4.14590
F  5.31588  0.71461  -3.04425
H  5.01300  2.72994  -4.50655
H  3.93022  1.70199  -5.47260
H  3.42680  0.29007  -3.52600